C42H67BF4Ge2N7O3P2STi as an isolated structure in a non-equilibrium geometry. Source: the Open Molecules 2025 dataset; level of theory: ωB97M-V/def2-TZVPD.

Each line ends with the Mulliken charge.
Geometry (Å):
Ti (1.1418, 0.7211, 0.0315)  0.776
C (-1.9325, 1.7414, 4.0775)  -2.062
C (-0.7990, 0.8683, 3.5479)  0.555
Ge (-1.0932, 0.0653, 1.7447)  1.573
C (-2.8548, 0.7754, 1.1428)  -1.244
C (-3.6994, -0.2310, 0.3666)  -1.245
C (-1.4287, -1.8126, 2.1270)  -1.122
C (-1.0222, -2.7853, 1.3222)  0.949
Ge (-0.1597, -2.2706, -0.3331)  -0.085
C (1.4560, -3.2676, -0.8120)  1.441
C (1.5555, -4.6438, -0.1472)  -1.903
C (-1.4598, -2.3187, -1.8047)  -0.379
C (-1.0062, -3.1619, -2.9929)  -1.835
C (-1.2490, -4.2336, 1.5756)  -0.144
C (-0.9347, -4.7606, 2.8288)  -0.395
C (-1.1168, -6.1087, 3.0941)  -0.932
C (-1.6135, -6.9507, 2.1082)  -0.506
C (-1.9286, -6.4368, 0.8592)  -1.018
C (-1.7416, -5.0883, 0.5915)  0.238
H (-1.6723, 2.1212, 5.0673)  0.419
H (-2.8635, 1.1839, 4.1870)  0.483
H (-2.1280, 2.6140, 3.4549)  0.369
H (-0.7013, -0.0131, 4.1836)  0.929
H (0.1473, 1.4047, 3.5899)  -1.540
H (-2.7722, 1.7273, 0.6142)  0.556
H (-3.3502, 1.0350, 2.0800)  0.876
H (-3.1883, -0.6097, -0.5225)  0.131
H (-4.6428, 0.2101, 0.0406)  0.414
H (-3.9416, -1.1008, 0.9776)  0.347
H (-2.0159, -2.0715, 3.0113)  0.443
H (2.3244, -2.6614, -0.5941)  -1.349
H (1.4122, -3.3709, -1.8990)  0.626
H (1.4651, -4.5970, 0.9389)  0.405
H (2.5231, -5.0915, -0.3817)  0.394
H (0.7832, -5.3303, -0.4901)  0.434
H (-1.7879, -1.3355, -2.1298)  0.171
H (-2.3335, -2.7612, -1.3158)  1.086
H (-0.1456, -2.7257, -3.5054)  0.375
H (-1.8089, -3.2378, -3.7268)  0.413
H (-0.7363, -4.1808, -2.7075)  0.512
H (-0.5367, -4.1076, 3.5966)  0.397
H (-0.8704, -6.5022, 4.0713)  0.441
H (-1.7569, -8.0027, 2.3138)  0.427
H (-2.3264, -7.0863, 0.0907)  0.451
H (-2.0061, -4.7117, -0.3901)  0.446
C (1.6729, -1.1205, 3.7126)  -0.882
P (2.4436, -0.4920, 2.1854)  1.962
C (3.3241, -2.0266, 1.7291)  -1.003
C (3.8413, 0.5054, 2.8577)  -1.108
C (3.4688, 1.5802, 3.8726)  -1.589
P (2.2758, 2.8436, 3.2552)  1.688
C (1.8238, 3.5958, 4.8577)  -1.320
C (3.4073, 4.0971, 2.5586)  -1.419
H (2.4255, -1.6924, 4.2588)  0.739
H (0.8363, -1.7750, 3.4700)  -0.340
H (1.3214, -0.3171, 4.3519)  0.350
H (4.0185, -2.2675, 2.5351)  0.757
H (3.8728, -1.9398, 0.7988)  -0.296
H (2.6157, -2.8489, 1.6448)  0.139
H (4.3951, 0.9285, 2.0206)  -0.094
H (4.5014, -0.2291, 3.3300)  0.870
H (4.3828, 2.0677, 4.2238)  0.704
H (3.0226, 1.1193, 4.7572)  0.419
H (2.7128, 3.8908, 5.4195)  0.526
H (1.2550, 2.8786, 5.4526)  0.338
H (1.1888, 4.4629, 4.6906)  0.381
H (4.0080, 3.6581, 1.7611)  0.241
H (4.0724, 4.4891, 3.3305)  0.494
H (2.8406, 4.9201, 2.1236)  0.355
F (2.7493, 4.0609, -0.6302)  -0.345
B (3.1628, 2.8040, -0.9149)  0.104
F (4.4924, 2.6744, -1.1904)  -0.274
F (2.3531, 2.1655, -1.8910)  -0.034
F (2.8786, 1.9177, 0.2813)  -0.374
C (4.3989, -1.9260, -2.2053)  -0.944
S (3.9479, -0.2737, -1.7000)  0.650
C (5.3140, 0.0023, -0.5772)  -0.643
O (2.6631, -0.4780, -0.8558)  -0.971
H (4.5040, -2.5893, -1.3490)  0.301
H (5.3538, -1.8263, -2.7249)  0.544
H (3.6543, -2.3040, -2.9012)  0.274
H (6.1207, 0.4202, -1.1787)  0.573
H (5.6241, -0.9154, -0.0841)  0.413
H (4.9939, 0.7604, 0.1268)  -0.122
C (1.4350, -0.3009, -3.7218)  -0.379
C (0.2180, 0.3063, -3.1340)  0.052
N (-0.0526, 0.5057, -1.8416)  2.494
C (-1.3508, 0.9932, -1.7965)  -0.888
C (-1.8374, 1.1217, -3.0457)  -1.562
N (-0.8295, 0.6993, -3.8876)  0.686
C (-0.9656, 0.5432, -5.3375)  -1.971
N (-1.4115, -0.7533, -5.7269)  0.890
N (-0.4917, -1.7122, -6.0287)  -0.398
N (-1.0891, -2.8020, -6.2893)  -0.593
C (-2.4516, -2.6046, -6.1543)  -0.008
C (-3.5137, -3.4970, -6.3340)  -0.791
C (-4.7788, -3.0073, -6.1155)  -0.578
C (-4.9926, -1.6629, -5.7387)  -0.641
C (-3.9565, -0.7743, -5.5645)  -0.900
C (-2.6721, -1.2845, -5.7783)  1.873
H (1.7656, -1.0799, -3.0437)  -1.127
H (2.2282, 0.4363, -3.8431)  0.235
H (1.2144, -0.7776, -4.6758)  0.828
H (-1.8235, 1.2463, -0.8724)  -0.363
H (-2.7833, 1.4765, -3.4155)  0.648
H (-0.0054, 0.7322, -5.8089)  0.338
H (-1.6754, 1.2947, -5.6783)  0.488
H (-3.3365, -4.5189, -6.6389)  0.485
H (-5.6354, -3.6537, -6.2458)  0.413
H (-6.0089, -1.3214, -5.5936)  0.420
H (-4.1454, 0.2582, -5.3014)  0.392
O (-3.8741, 7.6644, 3.2832)  -0.541
C (-3.1479, 6.5282, 3.6452)  -0.498
N (-2.6120, 5.8938, 2.4405)  -0.162
C (-1.5137, 5.1196, 2.4582)  0.201
O (-0.8917, 4.8476, 3.4729)  -0.556
C (-1.0584, 4.5688, 1.1368)  0.519
C (-1.1611, 5.2709, -0.0527)  -0.634
C (-0.6446, 4.7021, -1.2028)  -1.825
C (-0.0597, 3.4571, -1.1273)  -0.207
N (0.0585, 2.7619, 0.0217)  1.805
C (-0.4322, 3.3319, 1.1308)  -0.876
H (-3.2869, 8.4264, 3.2373)  0.343
H (-3.8386, 5.8516, 4.1475)  0.276
H (-2.3101, 6.7362, 4.3098)  0.375
H (-3.1632, 5.9889, 1.6024)  0.249
H (-1.6153, 6.2540, -0.0747)  0.671
H (-0.6774, 5.2147, -2.1532)  0.613
H (0.3483, 2.9982, -2.0102)  0.223
H (-0.2961, 2.8000, 2.0612)  -0.401

Values from the calculation:
E: -8757.9159 hartree
largest force on an atom: 0.0223 Eh/bohr
multiplicity: 2
total charge: +2
energy above the lowest of the compared OMol25 structures with the same formula, charge and spin: 22.8 kcal per mole

---

A 14-piece molecular cluster, C50H104O26S2 overall in a non-equilibrium geometry. Source: the Open Molecules 2025 dataset; level of theory: ωB97M-V/def2-TZVPD.

Each line ends with the Mulliken charge.
Geometry (Å):
C (-4.0424, 4.7355, 9.5907)  -0.531
C (-4.9673, 4.5908, 10.7902)  -0.602
C (-3.9620, 3.8254, 11.7650)  -0.435
O (-2.9759, 3.2425, 10.9152)  -0.394
C (-3.3089, 3.4807, 9.5454)  -0.391
H (-3.4226, 5.6291, 9.6638)  0.279
H (-4.6581, 4.8480, 8.6983)  0.309
H (-5.7658, 3.9053, 10.5063)  0.281
H (-5.2947, 5.5431, 11.2074)  0.323
H (-4.5841, 3.1565, 12.3598)  0.294
H (-3.6349, 4.6083, 12.4492)  0.295
H (-3.9278, 2.6977, 9.1073)  0.257
H (-2.4754, 3.4694, 8.8431)  0.315
C (0.4260, -3.2581, 10.0979)  -0.479
C (-0.4756, -3.1334, 8.8539)  -0.541
C (-1.8158, -3.7279, 9.1577)  -0.377
O (-1.5451, -4.6316, 10.2065)  -0.404
C (-0.1921, -4.4896, 10.7099)  -0.401
H (0.2523, -2.4281, 10.7828)  0.254
H (1.4886, -3.3445, 9.8708)  0.297
H (-0.1378, -3.7769, 8.0415)  0.233
H (-0.6160, -2.1117, 8.5010)  0.350
H (-2.1524, -4.2507, 8.2624)  0.244
H (-2.5052, -2.9663, 9.5221)  0.286
H (0.4100, -5.3717, 10.4922)  0.286
H (-0.3024, -4.2822, 11.7743)  0.254
C (-9.7445, 5.2779, 0.1398)  -0.494
C (-8.2471, 5.4097, -0.0141)  -0.456
C (-8.0540, 6.9183, -0.0172)  -0.434
O (-9.3505, 7.5241, 0.0775)  -0.412
C (-10.3022, 6.5761, -0.4595)  -0.423
H (-9.9926, 5.2037, 1.1985)  0.251
H (-10.0223, 4.3384, -0.3379)  0.318
H (-8.0307, 4.9494, -0.9782)  0.244
H (-7.7106, 4.8361, 0.7416)  0.291
H (-7.6166, 7.2515, -0.9583)  0.246
H (-7.3183, 7.2895, 0.6963)  0.315
H (-10.4060, 6.6581, -1.5414)  0.257
H (-11.3307, 6.7500, -0.1432)  0.297
C (9.7018, -5.3057, -1.7470)  -0.611
C (10.9537, -5.6520, -2.4648)  -0.483
C (10.6605, -5.0828, -3.8416)  -0.464
O (9.8319, -3.9191, -3.6141)  -0.395
C (9.2426, -3.9456, -2.3602)  -0.377
H (9.9509, -5.2745, -0.6863)  0.328
H (8.9437, -6.0607, -1.9553)  0.306
H (11.0710, -6.7357, -2.4670)  0.297
H (11.7856, -5.0572, -2.0877)  0.285
H (10.2751, -5.8840, -4.4722)  0.280
H (11.5932, -4.8016, -4.3305)  0.289
H (8.1595, -4.0681, -2.3695)  0.235
H (9.6591, -3.0345, -1.9308)  0.311
C (7.1940, 1.5388, -9.4795)  -0.518
C (6.7920, 1.6321, -8.0388)  -0.400
C (7.1677, 3.0165, -7.6084)  -0.453
O (7.0425, 3.7623, -8.7875)  -0.436
C (7.4298, 2.9360, -9.9523)  -0.380
H (6.4759, 1.0652, -10.1489)  0.253
H (8.0824, 0.9670, -9.7476)  0.308
H (7.4422, 0.8709, -7.6077)  0.208
H (5.7338, 1.4506, -7.8509)  0.309
H (8.2073, 3.0773, -7.2864)  0.277
H (6.5135, 3.2187, -6.7603)  0.337
H (8.4830, 3.1550, -10.1280)  0.254
H (6.7659, 3.2809, -10.7451)  0.240
C (4.6448, -7.1774, 5.3838)  -0.624
C (4.9934, -5.8771, 4.8313)  -0.292
C (4.1784, -5.8106, 3.5235)  -0.466
O (3.2256, -6.8533, 3.6634)  -0.383
C (3.9676, -7.9232, 4.1285)  -0.439
H (3.9970, -7.0677, 6.2535)  0.271
H (5.4366, -7.8358, 5.7411)  0.311
H (6.0388, -5.6480, 4.6246)  0.330
H (4.6078, -5.2535, 5.6378)  0.175
H (4.7054, -5.7230, 2.5734)  0.306
H (3.5795, -4.9020, 3.4620)  0.228
H (4.6274, -8.3642, 3.3814)  0.280
H (3.2806, -8.7145, 4.4285)  0.303
C (7.1845, 5.8334, 0.4665)  -0.545
C (7.9587, 7.0987, 0.2770)  -0.489
C (9.0356, 6.6602, -0.7186)  -0.430
O (9.2424, 5.2854, -0.6289)  -0.400
C (8.2350, 4.6997, 0.1721)  -0.374
H (6.3441, 5.8449, -0.2275)  0.288
H (6.8748, 5.7743, 1.5099)  0.296
H (8.4117, 7.2747, 1.2527)  0.248
H (7.3226, 7.9497, 0.0335)  0.334
H (9.9177, 7.2615, -0.4986)  0.283
H (8.7119, 6.7634, -1.7543)  0.280
H (8.6830, 4.5603, 1.1559)  0.218
H (7.9352, 3.7716, -0.3145)  0.290
C (0.7943, 5.9655, -4.9103)  -0.459
C (-0.2881, 6.1703, -5.9155)  -0.479
C (-1.4736, 5.7894, -5.0812)  -0.449
O (-1.2931, 6.4856, -3.8715)  -0.389
C (0.1339, 6.5714, -3.7025)  -0.435
H (1.7057, 6.4375, -5.2774)  0.283
H (1.0343, 4.9028, -4.8753)  0.271
H (-0.2035, 5.5113, -6.7796)  0.325
H (-0.5346, 7.2082, -6.1392)  0.248
H (-1.6175, 4.7285, -4.8766)  0.277
H (-2.4415, 6.0917, -5.4812)  0.270
H (0.4244, 6.1660, -2.7333)  0.286
H (0.3609, 7.6358, -3.6415)  0.251
O (-5.9705, 3.8255, -9.6177)  -0.597
S (-7.3353, 4.0287, -10.1635)  1.188
O (-7.6179, 3.6121, -11.5366)  -0.606
O (-8.4101, 3.3646, -9.2000)  -0.324
C (-8.2370, 3.4731, -7.7802)  -0.124
C (-7.6200, 2.3873, -7.0741)  -1.267
C (-7.8295, 5.8014, -9.9341)  -0.873
H (-9.2360, 3.5960, -7.3617)  0.325
H (-7.6417, 4.3756, -7.6416)  0.285
H (-8.0496, 1.4542, -7.4385)  0.327
H (-7.4455, 2.4526, -6.0001)  0.350
H (-6.6065, 2.2536, -7.4521)  0.331
H (-7.1004, 6.4772, -10.3810)  0.339
H (-7.9656, 6.0570, -8.8833)  0.320
H (-8.8319, 5.9602, -10.3316)  0.327
O (-2.0932, 0.3426, 2.3151)  -0.598
S (-1.8602, -0.1829, 0.9704)  1.107
O (-2.7754, 0.0839, -0.1141)  -0.586
O (-0.2499, 0.0922, 0.5644)  -0.288
C (0.1572, -0.3012, -0.7224)  -0.140
C (1.7209, -0.2454, -0.7595)  -1.210
C (-1.8378, -1.9493, 1.2582)  -0.912
H (-0.2788, 0.2686, -1.5430)  0.321
H (-0.1421, -1.3163, -0.9833)  0.292
H (2.1105, 0.7156, -0.4239)  0.318
H (2.1921, -0.2707, -1.7420)  0.388
H (2.1251, -1.1364, -0.2790)  0.286
H (-2.6921, -2.0695, 1.9244)  0.403
H (-0.8403, -1.9585, 1.6974)  0.315
H (-2.0181, -2.4369, 0.3001)  0.305
C (-9.4563, -0.3239, 5.6805)  -0.740
O (-9.7688, -1.4704, 6.3333)  -0.288
C (-10.4697, -2.4475, 5.7688)  0.804
O (-11.0192, -2.3569, 4.6408)  -0.599
O (-10.5310, -3.4320, 6.6415)  -0.280
C (-11.3583, -4.5065, 6.4510)  -0.620
H (-8.3823, -0.1380, 5.6919)  0.293
H (-10.0123, 0.5622, 5.9868)  0.278
H (-9.5507, -0.3081, 4.5947)  0.339
H (-10.9475, -5.0361, 5.5913)  0.299
H (-12.3970, -4.2728, 6.2175)  0.300
H (-11.2444, -5.0585, 7.3840)  0.214
C (1.9124, -7.3574, -3.8564)  -0.625
O (2.8639, -7.6903, -4.8706)  -0.307
C (3.3271, -6.6844, -5.7110)  0.811
O (3.2410, -5.4183, -5.5288)  -0.615
O (3.8082, -7.2732, -6.7135)  -0.287
C (4.2585, -6.5870, -7.9157)  -0.606
H (1.3423, -6.4622, -4.1047)  0.317
H (2.3795, -7.2434, -2.8782)  0.253
H (1.2546, -8.2177, -3.7327)  0.236
H (4.6141, -7.1140, -8.8011)  0.250
H (4.9624, -5.8615, -7.5081)  0.287
H (3.4242, -6.0000, -8.2998)  0.286
C (5.1126, 0.9594, 4.8400)  -0.597
O (6.3377, 0.9043, 5.5505)  -0.303
C (7.3675, 0.2686, 4.9798)  0.777
O (7.2409, -0.3632, 3.9326)  -0.577
O (8.5346, 0.6717, 5.5960)  -0.294
C (9.8094, 0.0289, 5.3786)  -0.661
H (4.3838, 1.6385, 5.2822)  0.217
H (4.7859, -0.0789, 4.7814)  0.279
H (5.3199, 1.1690, 3.7906)  0.293
H (10.4155, 0.4017, 4.5529)  0.292
H (9.7644, -1.0174, 5.0762)  0.305
H (10.4655, 0.2957, 6.2072)  0.270
C (-5.7000, -6.9609, -4.3664)  -0.618
O (-5.9363, -5.7997, -3.5951)  -0.272
C (-7.2339, -5.4469, -3.2157)  0.661
O (-8.1980, -6.2134, -3.2885)  -0.534
O (-7.2277, -4.1758, -2.6508)  -0.247
C (-8.3858, -3.5805, -2.1834)  -0.643
H (-5.9767, -7.8994, -3.8861)  0.279
H (-4.6594, -7.0331, -4.6824)  0.235
H (-6.2494, -6.8360, -5.2995)  0.294
H (-8.8399, -4.2312, -1.4360)  0.293
H (-9.1558, -3.6028, -2.9546)  0.282
H (-8.4351, -2.5402, -1.8618)  0.271

Values from the calculation:
E: -4719.6542 hartree
largest force on an atom: 0.1155 Eh/bohr
multiplicity: 1
total charge: 0

---

C6H9AlBe2F19MgO4P2S as an isolated structure in a non-equilibrium geometry. Source: the Open Molecules 2025 dataset; level of theory: ωB97M-V/def2-TZVPD.

Each line ends with the Mulliken charge.
Geometry (Å):
F (2.6749, -2.2890, 2.7130)  -0.252
C (2.1712, -2.6312, 1.5319)  0.655
F (3.1256, -3.2804, 0.8821)  -0.248
F (1.1293, -3.4420, 1.7036)  -0.213
C (1.7909, -1.3203, 0.7426)  0.705
F (2.5611, -1.2451, -0.3492)  -0.317
F (2.0281, -0.2302, 1.5007)  -0.307
C (0.3190, -1.2504, 0.2633)  0.340
F (-0.0110, -2.3572, -0.4259)  -0.269
F (0.2318, -0.1900, -0.5416)  -0.226
C (-0.7044, -0.8267, 1.3495)  0.665
F (-0.3268, -1.1981, 2.5934)  -0.293
F (-0.5603, 0.5203, 1.2097)  -0.182
C (-2.1548, -1.1663, 1.1342)  -1.184
C (-2.5122, -2.6422, 1.4094)  -0.931
P (-3.1547, -3.4665, -0.1344)  0.445
H (-2.7030, -0.5637, 1.8591)  0.420
H (-2.5024, -0.8196, 0.1609)  0.666
H (-3.1866, -2.7551, 2.2536)  0.552
H (-1.5837, -3.1746, 1.6140)  0.350
H (-2.5366, -2.5867, -1.0641)  0.093
H (-4.5216, -2.4753, -0.1195)  0.107
H (-3.9788, -4.5036, 0.6572)  -0.009
H (-2.0753, -4.3858, -0.3092)  0.110
H (-3.9620, -4.1114, -1.2973)  0.260
Be (-4.9814, -5.1015, -1.9185)  0.241
F (-0.6031, 5.8176, 0.9689)  -0.250
P (-0.3728, 4.2899, 1.3235)  1.083
F (-0.2665, 2.7174, 0.6039)  -0.424
F (-0.7674, 4.6120, 2.8381)  -0.270
F (1.0505, 3.8083, 2.0079)  -0.298
F (0.7195, 4.5111, -0.0567)  -0.396
F (-1.9258, 4.0100, 1.0487)  -0.273
F (-0.3692, 0.7276, -3.3389)  -0.345
Al (0.6100, 2.0537, -3.7323)  0.499
F (1.9109, 1.5525, -4.6488)  -0.326
F (1.1710, 2.7170, -2.1777)  -0.203
F (-0.2978, 3.2060, -4.5284)  -0.317
Mg (1.4274, 2.8124, -0.5301)  1.576
O (6.5919, 2.6202, -1.1166)  -0.278
S (5.6310, 3.6747, -1.4372)  1.252
O (5.5789, 4.5359, -0.2546)  -0.336
O (4.3110, 3.1694, -1.7651)  -0.366
O (6.2062, 4.3882, -2.5739)  -0.290
Be (-5.1819, -3.7314, -0.0491)  -0.216

Values from the calculation:
E: -3985.1545 hartree
largest force on an atom: 0.0999 Eh/bohr
multiplicity: 1
total charge: +1